{"formula": "C6H14NS", "method": "ωB97M-V/def2-TZVPD", "elements": ["C", "C", "C", "N", "C", "C", "C", "S", "H", "H", "H", "H", "H", "H", "H", "H", "H", "H", "H", "H", "H", "H"], "xyz": [[-0.5488, 1.1039, 2.4957], [-0.1091, 0.4594, 1.1984], [1.3266, 0.8864, 0.8289], [-1.0734, 0.7586, 0.1363], [-0.8664, 0.1139, -1.2001], [-0.5533, -1.3736, -1.1644], [0.7034, -1.7359, -1.9951], [0.3987, -1.6010, -3.7842], [-0.2709, 2.1504, 2.5544], [-1.6449, 1.1074, 2.5222], [-0.1702, 0.5939, 3.3806], [-0.0831, -0.5946, 1.3212], [1.9660, 0.7482, 1.7075], [1.7212, 0.2918, 0.0081], [1.3375, 1.9507, 0.5754], [-1.0125, 1.7654, 0.0154], [-1.8052, 0.3489, -1.6961], [-0.0647, 0.5848, -1.7374], [-0.3675, -1.8130, -0.1775], [-1.3628, -1.9475, -1.6043], [1.5028, -1.0489, -1.7013], [0.9764, -2.7489, -1.6839]], "e_above_lowest_kj_mol": 34.5, "charge": -1, "smiles": "CC(C)NCCC[S-]"}

***

{"formula": "C6H14NS", "method": "ωB97M-V/def2-TZVPD", "elements": ["C", "C", "C", "C", "H", "H", "H", "H", "H", "H", "H", "H", "C", "C", "S", "N", "H", "H", "H", "H", "H", "H"], "xyz": [[0.2888, -0.6855, 2.2832], [0.1654, -2.1425, 1.9823], [0.2276, -3.0751, 2.9305], [0.0643, -2.5129, 0.5318], [1.1633, -0.2947, 1.7497], [0.3264, -0.4942, 3.3550], [-0.4858, -0.1004, 1.7884], [0.2468, -4.1280, 2.6710], [0.3912, -2.8399, 3.9774], [0.2391, -3.5771, 0.3644], [0.7956, -1.9381, -0.0409], [-0.8907, -2.2268, 0.0911], [0.1649, 2.7690, -2.6160], [0.0721, 2.2125, -1.1980], [-0.1804, 0.4009, -1.2068], [-1.0619, 2.6013, -3.4036], [0.9558, 2.2244, -3.1344], [0.4097, 3.8396, -2.6020], [-0.7383, 2.7178, -0.6540], [0.9707, 2.4929, -0.6366], [-1.8032, 3.1355, -2.9578], [-1.3214, 1.6215, -3.2749]], "e_above_lowest_kj_mol": 30.8, "charge": -1}

***

The records above yield Kohn-Sham gap values of 5.69, 6.36 eV, respectively.
The records above yield lowest unoccupied orbital energy values of 3.38, 3.65 eV, respectively.